Here is 7 unconnected molecules or ions with the total composition C59H86N7O in a non-equilibrium geometry from the Open Molecules 2025 dataset. Energies are from ωB97M-V/def2-TZVPD.

XYZ file:
```
153
Properties=species:S:1:pos:R:3:forces:R:3:mulliken_charge:R:1
C 8.11152 -1.70010 3.25422 -0.45 9.72 -3.03 -0.366
C 7.95447 -0.32303 2.91053 1.37 -10.47 1.44 -0.082
N 8.10091 0.94896 2.04869 -0.60 -3.37 1.63 0.205
C 9.61773 1.16034 1.85989 2.22 0.82 0.61 -0.454
C 10.05463 0.68889 0.31555 -1.28 1.51 1.30 -0.829
C 8.66308 -0.14374 -0.09428 2.20 -0.07 -0.04 0.131
C 8.47463 -0.60578 -1.65580 0.39 -0.32 0.09 -0.527
C 7.45577 -1.89147 -1.70115 -0.75 0.74 0.48 -0.347
C 8.17297 -3.33598 -1.99545 -1.84 -0.57 0.46 -0.200
C 7.76985 -4.31329 -0.70001 -0.19 0.28 0.02 -0.264
C 8.51022 -5.77553 -0.73162 -1.37 0.35 0.16 -0.348
O 9.22613 -5.91292 -2.00716 1.21 -0.81 2.60 -0.262
C 10.58246 -6.45358 -1.84239 1.88 0.82 -1.25 -0.333
C 11.56355 -5.56696 -2.86656 0.06 -1.18 0.36 -0.844
C 7.59628 0.88352 0.60611 -0.69 -0.11 -2.91 -0.315
C 5.98901 0.73854 0.32257 -0.94 -0.31 1.39 0.097
C 5.22949 2.12774 -0.10406 0.11 1.17 -0.27 -0.692
C 4.74509 2.20193 -1.66811 -0.41 0.25 -0.64 -0.633
C 3.70567 1.02422 -2.13416 -0.80 0.10 0.09 -0.380
C 2.14724 1.38989 -1.64892 1.79 -1.16 -0.83 -0.587
C 1.20881 0.18773 -2.27476 -0.69 0.48 0.98 -0.576
C -0.37131 0.65556 -2.50440 1.16 -1.20 -1.20 -0.424
C -1.23348 -0.73257 -2.65305 -0.51 0.33 -0.26 -0.728
C -2.82516 -0.57676 -2.16289 1.07 -0.10 -0.45 -0.030
C -3.70352 -1.44259 -3.24208 0.69 -0.71 0.09 -0.543
C -4.97273 -2.26625 -2.61344 -0.87 0.78 -0.35 -0.717
C -5.54270 -1.68121 -1.18709 -0.51 -1.65 0.41 -0.035
C -6.99231 -2.47412 -0.92751 0.18 1.40 -1.12 -0.633
C -7.88030 -1.81930 0.28468 -1.02 -1.46 -0.15 -0.509
C -8.47026 -3.03761 1.25935 -0.96 0.81 0.58 -0.525
C -9.07158 -2.35841 2.66317 0.63 -0.85 -0.13 -0.722
H 8.38702 -2.81781 3.57130 -1.00 3.17 -0.50 0.380
H 7.57778 1.64650 2.62190 0.86 -0.09 -0.73 0.549
H 10.24658 0.46911 2.59860 -1.81 1.95 -1.21 0.249
H 9.68932 2.32550 2.10258 0.58 -2.65 -0.65 0.404
H 11.05312 0.08200 0.39505 -2.12 1.18 -0.38 0.388
H 10.19429 1.75776 -0.18495 -0.17 -2.70 0.34 0.282
H 8.89311 -1.18979 0.43227 -1.30 2.33 -0.60 -0.066
H 9.53744 -1.01388 -2.01046 -2.23 1.18 0.73 0.319
H 8.12845 0.25702 -2.37804 0.75 -1.64 1.57 0.212
H 6.94075 -1.94116 -0.62644 1.05 -0.02 -2.26 0.221
H 6.55521 -1.64458 -2.44549 2.11 -0.73 1.45 0.324
H 7.58869 -3.81653 -2.91884 1.78 1.02 1.88 0.282
H 9.32689 -3.28993 -2.18722 -2.35 -0.02 0.38 -0.105
H 8.00310 -3.77323 0.33842 -0.31 -1.00 -2.24 -0.076
H 6.58702 -4.45083 -0.70532 2.56 0.30 -0.10 0.229
H 7.67045 -6.59037 -0.68692 1.67 1.35 0.01 0.235
H 9.17151 -5.86761 0.22861 -0.88 0.02 -2.04 0.262
H 10.70003 -7.58634 -2.13962 -0.63 2.16 0.55 0.250
H 11.04888 -6.32424 -0.77765 -1.31 -0.15 -1.72 0.261
H 11.26128 -5.77766 -3.98083 0.54 0.55 2.22 0.238
H 12.65990 -5.99826 -2.69965 -2.25 1.15 -0.44 0.334
H 11.52079 -4.41339 -2.63454 0.08 -2.41 -0.41 0.189
H 7.86506 1.95710 0.19780 -0.30 -2.04 0.82 0.307
H 5.73058 -0.08459 -0.46744 0.90 1.55 1.53 -0.231
H 5.48673 0.38461 1.34146 1.06 0.50 -2.10 0.346
H 5.95768 3.05938 0.06054 -1.44 -1.97 -0.26 0.308
H 4.27997 2.36975 0.57628 2.13 -0.87 -1.41 0.319
H 4.15964 3.23361 -1.80016 1.32 -2.19 0.33 0.358
H 5.63618 2.25502 -2.44916 -1.56 -0.21 1.90 0.250
H 3.92177 -0.03858 -1.68125 -0.07 2.03 -0.79 0.222
H 3.71952 0.87471 -3.31719 0.02 0.54 2.58 0.318
H 2.19274 1.35623 -0.45994 -0.55 0.30 -2.59 0.200
H 1.92522 2.45574 -2.07766 0.07 -2.04 0.98 0.299
H 1.66466 -0.28040 -3.26723 -0.98 1.24 2.03 0.243
H 1.17936 -0.67810 -1.48790 0.17 1.55 -1.43 0.287
H -0.38533 1.16902 -3.58145 -0.21 -0.75 2.53 0.180
H -0.75906 1.39459 -1.68359 0.80 -1.56 -1.49 0.316
H -1.15873 -1.04645 -3.80209 -0.37 0.70 2.49 0.295
H -0.78240 -1.64963 -2.05421 -0.71 2.06 -1.09 0.262
H -2.84291 -0.99536 -1.06087 -0.30 0.76 -2.31 0.193
H -3.14762 0.57164 -2.11496 0.64 -2.58 -0.26 0.010
H -3.97463 -0.74003 -4.15259 0.28 -1.41 2.01 0.221
H -2.96383 -2.26380 -3.69152 -1.57 1.77 0.93 0.345
H -4.74308 -3.41757 -2.50919 -0.30 2.36 -0.09 0.302
H -5.87615 -2.18663 -3.38452 1.90 -0.21 1.58 0.209
H -4.84128 -2.05050 -0.29465 -1.32 1.11 -1.91 0.246
H -5.69215 -0.50999 -1.16578 0.37 -2.51 -0.22 -0.032
H -7.60174 -2.31573 -1.93648 1.18 -0.47 2.10 0.276
H -6.79949 -3.62634 -0.83924 -0.38 2.22 0.14 0.332
H -8.83624 -1.32238 -0.21463 2.10 -0.79 1.20 0.212
H -7.32006 -1.01743 0.92971 -0.89 -1.64 -1.29 0.275
H -7.66406 -3.86277 1.48576 -1.46 1.79 -0.35 0.332
H -9.39389 -3.57858 0.76491 2.00 1.07 0.61 0.269
H -8.14735 -2.01486 3.29702 -1.96 -0.35 -1.16 0.117
H -9.81357 -1.47208 2.40730 1.63 -1.86 0.59 0.278
H -9.62924 -3.17958 3.32578 1.07 1.81 -1.55 0.239
N -6.12530 1.54930 -2.70124 -0.49 0.85 -0.11 -0.079
C -7.06039 1.66073 -3.67003 0.67 -0.16 0.64 -0.251
C -7.84552 2.78707 -3.85730 0.03 0.15 0.10 -0.633
C -7.66550 3.86526 -2.99731 0.00 0.02 -0.02 -0.101
C -6.71149 3.77993 -1.98850 -0.15 -0.01 -0.21 -0.886
C -5.97205 2.61289 -1.88286 -0.03 -0.76 -0.51 -0.118
H -7.16555 0.79192 -4.31327 -0.02 0.07 0.02 0.458
H -8.57985 2.82259 -4.65402 0.03 0.06 0.08 0.393
H -8.26337 4.76469 -3.11229 0.04 -0.12 -0.02 0.417
H -6.54740 4.60256 -1.30174 0.00 -0.08 -0.05 0.382
H -5.21285 2.49914 -1.11411 -0.06 0.04 -0.01 0.418
N 10.53447 3.83986 5.28902 0.37 -0.85 0.38 -0.551
C 10.15762 2.54685 5.18194 0.46 0.98 0.23 -0.301
C 10.77061 1.50668 5.86197 0.10 0.08 0.02 -0.330
C 11.83833 1.80764 6.70096 0.08 0.04 0.04 -0.342
C 12.25098 3.12976 6.83068 -0.13 -0.34 -0.04 -0.347
C 11.57284 4.10137 6.11234 -0.72 0.03 -0.60 -0.229
H 9.32215 2.36264 4.51282 -0.05 -0.03 0.08 0.608
H 10.42426 0.48667 5.74004 0.00 0.06 0.03 0.371
H 12.34458 1.01862 7.24942 -0.07 0.10 -0.07 0.364
H 13.08006 3.39699 7.47603 -0.10 -0.01 -0.07 0.370
H 11.85481 5.14820 6.18271 -0.01 -0.12 0.01 0.378
N -9.82526 4.90745 -6.18963 0.33 0.55 -0.64 -0.470
C -9.41807 4.50192 -7.41237 -0.27 0.21 0.82 -0.121
C -9.05287 5.36891 -8.42976 -0.09 0.28 0.09 -0.429
C -9.11162 6.73627 -8.18204 -0.07 -0.02 0.00 -0.191
C -9.52889 7.18489 -6.93314 0.03 -0.16 -0.26 -0.286
C -9.87039 6.24076 -5.97819 0.02 -0.83 -0.07 -0.335
H -9.39221 3.42588 -7.55777 0.01 0.06 -0.04 0.353
H -8.73090 4.98732 -9.39204 -0.02 0.02 0.10 0.371
H -8.83436 7.44651 -8.95556 0.00 -0.10 0.13 0.388
H -9.58604 8.24398 -6.70880 0.02 -0.11 0.00 0.366
H -10.19868 6.54084 -4.98698 0.01 0.03 -0.08 0.343
N -6.08908 6.83480 -7.27708 1.01 -0.43 0.20 -0.235
C -6.00955 5.85579 -6.34941 -0.20 0.69 -0.61 -0.024
C -4.83915 5.18248 -6.03803 0.23 0.07 -0.14 -0.502
C -3.67842 5.52974 -6.72112 -0.01 0.02 -0.01 -0.340
C -3.72880 6.53284 -7.68359 0.00 -0.20 0.19 -0.386
C -4.94551 7.15125 -7.92251 -0.83 -0.15 0.39 -0.315
H -6.94241 5.61880 -5.84615 0.03 -0.03 0.00 0.322
H -4.83287 4.40589 -5.28164 -0.05 0.05 -0.05 0.415
H -2.74224 5.02317 -6.50520 -0.10 0.05 -0.03 0.376
H -2.84193 6.82629 -8.23370 -0.09 -0.01 0.04 0.362
H -5.03548 7.94253 -8.66150 0.05 -0.06 0.04 0.349
N -7.16087 -2.30480 5.62942 -0.08 0.28 1.05 -0.443
C -6.40520 -1.36113 6.23259 -0.47 -0.64 -0.50 -0.243
C -6.57010 -0.96870 7.55128 -0.22 -0.11 0.13 -0.426
C -7.57329 -1.57690 8.29843 -0.03 0.04 0.00 -0.168
C -8.36932 -2.55097 7.70460 0.20 0.25 0.06 -0.589
C -8.12566 -2.87876 6.38056 0.61 0.28 -0.62 -0.115
H -5.63809 -0.91374 5.60726 -0.04 -0.01 0.07 0.378
H -5.93218 -0.20705 7.98509 -0.05 -0.07 -0.05 0.366
H -7.73341 -1.29446 9.33488 0.03 -0.04 -0.11 0.355
H -9.15973 -3.04331 8.25968 0.04 0.04 -0.08 0.486
H -8.71759 -3.63553 5.87338 0.02 0.07 0.06 0.391
N -4.03116 -4.45727 9.46944 -0.78 -0.36 0.54 -0.545
C -3.87780 -5.19152 10.59315 -0.02 0.51 -0.78 -0.290
C -4.93440 -5.69786 11.33300 -0.23 0.07 -0.09 -0.274
C -6.22879 -5.43322 10.89825 0.00 0.01 -0.01 -0.543
C -6.41912 -4.67824 9.74547 0.05 -0.20 0.29 0.059
C -5.29949 -4.21829 9.07109 0.90 -0.09 0.12 -0.189
H -2.84902 -5.36805 10.89332 -0.09 -0.01 0.01 0.356
H -4.75250 -6.28390 12.22671 0.00 0.06 -0.08 0.363
H -7.08222 -5.81229 11.45288 0.10 0.04 -0.06 0.365
H -7.41514 -4.45414 9.38080 0.16 -0.04 0.02 0.323
H -5.39578 -3.62791 8.16417 -0.06 -0.05 0.07 0.386
```
Forces are in eV/Å.

Computed properties:
F_max ... 0.207 hartree/bohr
Net charge ... +1
DFT total energy ... -75030.598 eV
E_LUMO ... -3.81 eV